Record 1
The following is a DFT calculation (ωB97M-V/def2-TZVPD) of C38H32BrI2N6OSbTi as an isolated structure at a distorted geometry.

Summary:
Energy above the lowest of the compared OMol25 structures with the same formula, charge and spin, eV: 1.211
Lowest unoccupied orbital energy (spin up / spin down), eV: -0.158 / 0.051
Gap between HOMO and LUMO (spin up / spin down), eV: 6.86 / 6.43

Each line ends with the Löwdin charge.
CARTESIAN COORDINATES (ANGSTROEM)
Ti 0.48 -0.13 0.59  0.819
C 1.16 -2.80 -2.14  -0.021
C 0.48 -3.21 -0.86  -0.312
C 0.30 -4.56 -0.60  -0.029
C -0.45 -4.95 0.50  -0.052
C -1.08 -3.98 1.25  -0.088
C -0.88 -2.64 0.93  -0.469
N -0.03 -2.27 -0.05  -0.008
Sb -2.03 -0.95 1.67  1.330
C 0.20 -1.04 2.96  -0.393
C -0.12 -1.45 4.25  -0.150
C 0.88 -1.97 5.04  -0.072
C 2.18 -1.98 4.57  -0.049
C 2.45 -1.52 3.30  -0.350
C 3.87 -1.39 2.82  -0.033
N 1.44 -1.12 2.50  -0.008
C -3.26 -1.19 -0.19  -0.459
C -4.62 -0.87 -0.07  -0.147
C -5.43 -0.91 -1.19  -0.081
C -4.87 -1.26 -2.40  -0.041
C -3.52 -1.59 -2.44  -0.338
C -2.86 -2.01 -3.73  -0.036
N -2.74 -1.56 -1.36  0.096
H 2.17 -3.19 -2.21  0.081
H 0.59 -3.20 -2.98  0.093
H 1.19 -1.72 -2.24  0.043
H 0.73 -5.29 -1.27  0.116
H -0.58 -6.00 0.73  0.109
H -1.75 -4.23 2.06  0.100
H -1.14 -1.37 4.61  0.076
H 0.66 -2.33 6.04  0.109
H 3.00 -2.33 5.20  0.112
H 4.53 -1.20 3.67  0.083
H 3.97 -0.56 2.12  0.076
H 4.22 -2.30 2.32  0.081
H -5.02 -0.57 0.89  0.076
H -6.48 -0.65 -1.12  0.102
H -5.46 -1.29 -3.31  0.108
H -3.24 -1.44 -4.58  0.075
H -3.03 -3.07 -3.93  0.078
H -1.78 -1.85 -3.65  0.057
I 1.74 1.93 4.50  1.030
C 0.72 3.12 3.14  -0.625
C 0.27 4.37 3.61  -0.239
C -0.36 5.25 2.77  -0.672
I -1.10 7.03 3.58  0.920
C -0.47 4.95 1.39  -0.201
C -1.04 5.83 0.43  -0.046
C -1.03 5.49 -0.89  -0.032
C -0.40 4.29 -1.27  -0.119
N 0.11 3.45 -0.41  0.102
C 0.04 3.72 0.92  -0.136
C 0.53 2.72 1.83  -0.343
O 0.77 1.49 1.42  -0.250
H 0.40 4.62 4.65  0.070
H -1.48 6.76 0.76  0.057
H -1.46 6.14 -1.64  0.108
H -0.32 4.01 -2.32  0.118
N 2.52 1.77 -1.39  0.185
C 3.04 0.56 -1.20  -0.352
C 4.25 0.22 -1.85  -0.010
C 4.83 -0.99 -1.63  -0.057
C 4.22 -1.89 -0.75  -0.080
C 3.03 -1.51 -0.18  -0.196
N 2.41 -0.33 -0.40  0.037
H 3.02 2.42 -1.97  0.113
H 1.66 2.13 -0.94  0.070
H 4.70 0.95 -2.52  0.112
H 5.76 -1.25 -2.12  0.113
H 4.64 -2.85 -0.51  0.111
H 2.52 -2.18 0.50  0.099
Br -3.27 2.51 -4.51  0.697
C -2.20 1.83 -3.10  -0.719
C -1.06 1.12 -3.39  -0.149
C -0.30 0.61 -2.34  -0.141
C -0.64 0.77 -0.99  -0.265
C -1.81 1.52 -0.77  -0.191
C -2.58 2.05 -1.78  -0.149
H -0.76 0.96 -4.42  0.098
H 0.60 0.07 -2.61  0.067
H -2.14 1.70 0.25  0.078
H -3.48 2.61 -1.56  0.104

***

Record 2
The following is a DFT calculation (ωB97M-V/def2-TZVPD) of C38H32Co2N2O5PS as an isolated structure at a distorted geometry.

Summary:
Energy above the lowest of the compared OMol25 structures with the same formula, charge and spin, eV: 0.000
Lowest unoccupied orbital energy, eV: 2.073
Gap between HOMO and LUMO, eV: 4.85
Charge: -1

Each line ends with the Löwdin charge.
CARTESIAN COORDINATES (ANGSTROEM)
C 2.47 -5.55 4.81  -0.245
C 1.07 -5.86 4.31  -0.194
N 0.16 -4.77 4.56  -0.125
C -1.26 -4.96 4.36  -0.150
C -1.81 -3.55 4.49  -0.184
N -0.64 -2.66 4.60  0.044
C 0.42 -3.42 4.62  -0.647
S 2.04 -2.81 4.73  1.006
C 2.97 -4.27 4.18  -0.466
H 2.48 -5.46 5.89  0.114
H 3.13 -6.37 4.53  0.111
H 1.10 -6.07 3.23  0.127
H 0.65 -6.75 4.80  0.123
H -1.46 -5.39 3.37  0.116
H -1.67 -5.64 5.11  0.113
H -2.41 -3.28 3.62  0.110
H -2.43 -3.47 5.39  0.107
H 3.98 -4.02 4.52  0.071
H 2.96 -4.32 3.08  0.086
O -4.31 1.35 1.50  0.141
C -3.28 1.37 0.98  -0.101
Co -1.78 1.32 0.08  0.089
C -1.05 -0.01 1.02  -0.127
O -0.81 -1.00 1.57  0.112
C -2.56 0.51 -1.26  -0.148
O -3.20 -0.04 -2.05  0.106
C -1.31 2.96 -0.46  -0.293
C -1.15 2.73 0.92  -0.351
C -0.89 3.27 2.14  -0.098
C -0.68 2.37 3.27  -0.241
C -1.35 2.55 4.51  -0.057
C -1.29 1.55 5.49  -0.110
C -0.50 0.41 5.28  -0.118
C 0.25 0.28 4.11  -0.114
C 0.16 1.25 3.13  -0.075
Co 0.40 2.33 -0.76  -0.076
C 1.69 1.37 -0.07  -0.235
O 2.64 0.80 0.29  0.050
C 1.12 3.87 -1.16  -0.204
O 1.64 4.86 -1.48  0.066
P 0.33 1.56 -2.72  1.031
C 0.30 -0.26 -2.94  -0.321
C 0.26 -0.80 -4.24  -0.103
C 0.18 -2.19 -4.41  -0.088
C 0.18 -3.03 -3.29  -0.098
C 0.28 -2.49 -2.00  -0.073
C 0.37 -1.11 -1.83  -0.085
C -1.12 2.25 -3.61  -0.330
C -2.06 1.43 -4.25  -0.109
C -3.18 2.00 -4.86  -0.085
C -3.40 3.37 -4.79  -0.101
C -2.47 4.20 -4.15  -0.082
C -1.33 3.64 -3.57  -0.111
C 1.74 2.03 -3.82  -0.312
C 1.57 2.83 -4.96  -0.083
C 2.69 3.31 -5.65  -0.094
C 3.97 2.97 -5.22  -0.109
C 4.14 2.11 -4.13  -0.089
C 3.03 1.64 -3.43  -0.080
H -1.85 3.75 -0.96  0.067
H -0.91 4.36 2.27  0.103
H -1.93 3.46 4.66  0.100
H -1.86 1.66 6.41  0.086
H -0.48 -0.41 6.01  0.077
H 0.92 -0.58 3.97  0.037
H 0.82 1.23 2.26  0.085
H 0.28 -0.13 -5.10  0.110
H 0.11 -2.59 -5.42  0.097
H 0.10 -4.10 -3.43  0.094
H 0.30 -3.15 -1.13  0.104
H 0.49 -0.70 -0.82  0.060
H -1.87 0.36 -4.32  0.086
H -3.88 1.34 -5.38  0.101
H -4.30 3.80 -5.23  0.093
H -2.63 5.28 -4.10  0.101
H -0.59 4.30 -3.08  0.100
H 0.57 3.07 -5.32  0.096
H 2.54 3.95 -6.52  0.096
H 4.84 3.37 -5.74  0.093
H 5.15 1.83 -3.81  0.098
H 3.17 0.96 -2.59  0.103

***

Record 3
The following is a DFT calculation (ωB97M-V/def2-TZVPD) of C38H32GeMgNP as an isolated structure.

Summary:
Energy above the lowest of the compared OMol25 structures with the same formula, charge and spin, eV: 0.000
Lowest unoccupied orbital energy (spin up / spin down), eV: -2.253 / -4.510
Gap between HOMO and LUMO (spin up / spin down), eV: 7.76 / 6.27
2S+1: 2
Charge: +1

Each line ends with the Löwdin charge.
CARTESIAN COORDINATES (ANGSTROEM)
Mg -0.52 0.69 1.11  0.594
C -5.97 -3.41 -0.13  -0.072
C -5.50 -2.76 1.01  -0.078
C -4.34 -2.00 0.95  -0.100
C -3.64 -1.88 -0.25  -0.367
C -4.11 -2.54 -1.38  -0.086
C -5.27 -3.30 -1.32  -0.067
P -2.16 -0.82 -0.29  1.028
C -1.22 -1.39 -1.74  -0.384
C -0.74 -2.71 -1.73  -0.125
C 0.03 -3.18 -2.78  -0.080
C 0.35 -2.33 -3.84  -0.071
C -0.12 -1.03 -3.85  -0.072
C -0.90 -0.55 -2.80  -0.070
C -2.67 0.86 -0.69  -0.464
C -3.75 1.22 -1.50  -0.079
C -3.95 2.55 -1.80  -0.076
C -3.07 3.51 -1.30  -0.081
C -2.01 3.14 -0.49  -0.143
C -1.78 1.80 -0.15  -0.256
H -6.87 -4.00 -0.08  0.109
H -6.05 -2.84 1.94  0.107
H -3.98 -1.50 1.84  0.096
H -3.56 -2.46 -2.32  0.108
H -5.63 -3.80 -2.21  0.110
H -0.99 -3.37 -0.91  0.112
H 0.38 -4.20 -2.77  0.107
H 0.95 -2.70 -4.66  0.108
H 0.12 -0.37 -4.68  0.106
H -1.27 0.46 -2.82  0.105
H -4.42 0.46 -1.89  0.108
H -4.79 2.85 -2.41  0.107
H -3.24 4.56 -1.53  0.104
H -1.35 3.93 -0.11  0.090
C -1.13 -0.10 5.73  -0.011
C -0.90 0.17 4.32  -0.160
N -0.72 0.40 3.22  0.155
H -1.05 -1.17 5.91  0.103
H -2.12 0.24 6.01  0.103
H -0.39 0.42 6.33  0.101
C 3.76 -3.58 1.66  -0.069
C 2.82 -3.38 0.65  -0.070
C 2.39 -2.10 0.35  -0.120
C 2.91 -1.00 1.04  -0.331
C 3.85 -1.21 2.05  -0.105
C 4.27 -2.50 2.35  -0.074
Ge 2.26 0.76 0.58  1.063
C 2.72 2.22 1.75  -0.330
C 2.67 2.06 3.14  -0.136
C 2.96 3.12 3.98  -0.079
C 3.30 4.36 3.45  -0.068
C 3.35 4.53 2.07  -0.067
C 3.06 3.47 1.22  -0.099
C 2.26 1.13 -1.32  -0.325
C 3.05 0.37 -2.17  -0.100
C 3.08 0.64 -3.53  -0.076
C 2.30 1.67 -4.05  -0.079
C 1.48 2.42 -3.21  -0.071
C 1.46 2.15 -1.85  -0.123
H 4.09 -4.59 1.89  0.109
H 2.42 -4.23 0.10  0.107
H 1.66 -1.95 -0.44  0.084
H 4.28 -0.37 2.59  0.098
H 5.01 -2.65 3.13  0.109
H 2.39 1.10 3.57  0.089
H 2.93 2.99 5.06  0.106
H 3.54 5.19 4.10  0.110
H 3.63 5.49 1.65  0.111
H 3.12 3.61 0.15  0.100
H 3.67 -0.43 -1.78  0.102
H 3.71 0.05 -4.19  0.110
H 2.32 1.88 -5.11  0.110
H 0.86 3.21 -3.61  0.111
H 0.81 2.73 -1.20  0.083

***

Record 4
The following is a DFT calculation (ωB97M-V/def2-TZVPD) of C38H33AsBrGaN3O4S4 as an isolated structure at a distorted geometry.

Summary:
Energy above the lowest of the compared OMol25 structures with the same formula, charge and spin, eV: 2.112
Lowest unoccupied orbital energy, eV: -4.633
Gap between HOMO and LUMO, eV: 5.19
Charge: +1

Each line ends with the Löwdin charge.
CARTESIAN COORDINATES (ANGSTROEM)
Ga -0.46 0.62 1.56  0.501
C 4.95 2.92 -2.16  -0.012
C 3.57 2.79 -2.64  -0.049
C 2.72 1.94 -2.01  -0.127
C 3.10 1.28 -0.84  -0.377
C 4.36 1.41 -0.35  -0.127
C 5.28 2.17 -1.06  -0.084
As 1.92 0.00 0.05  1.386
C 2.73 -1.22 1.30  -0.426
C 3.35 -0.64 2.37  -0.159
C 3.65 -1.40 3.46  -0.064
C 3.18 -2.73 3.56  -0.062
C 2.54 -3.30 2.50  -0.056
C 2.47 -2.57 1.26  -0.064
C 1.90 -1.20 -1.47  -0.384
C 3.01 -1.82 -2.08  -0.091
C 2.85 -2.65 -3.19  -0.049
C 1.55 -2.93 -3.69  -0.055
C 0.48 -2.23 -3.13  -0.077
C 0.67 -1.35 -2.09  -0.145
H 5.67 3.41 -2.71  0.086
H 3.25 3.34 -3.53  0.111
H 1.72 1.82 -2.47  0.124
H 4.73 0.72 0.41  0.099
H 6.29 2.17 -0.69  0.111
H 3.67 0.41 2.44  0.119
H 4.33 -1.03 4.17  0.100
H 3.27 -3.29 4.47  0.108
H 2.15 -4.28 2.54  0.097
H 2.29 -3.11 0.34  0.107
H 4.00 -1.59 -1.70  0.110
H 3.75 -3.09 -3.64  0.110
H 1.41 -3.65 -4.50  0.095
H -0.55 -2.35 -3.41  0.102
H -0.19 -0.80 -1.75  0.074
S 2.31 6.83 -2.76  0.553
C 1.64 6.68 -1.26  -1.225
N 1.51 5.54 -0.55  -0.073
C 0.82 5.57 0.71  -0.222
C 0.24 6.99 0.88  -0.409
S 0.92 8.02 -0.44  0.928
H 1.79 4.65 -1.00  0.135
H 1.43 5.28 1.55  0.110
H 0.02 4.81 0.69  0.096
H 0.51 7.44 1.82  0.067
H -0.80 7.06 0.72  0.043
C -1.69 -7.81 -1.07  -0.112
C -0.30 -7.32 -1.17  -0.218
C -0.05 -6.56 -2.49  -0.206
N 0.23 -5.96 -3.41  0.142
H -1.89 -8.11 -0.02  0.086
H -1.90 -8.63 -1.72  0.075
H -2.42 -7.01 -1.18  0.081
H 0.50 -8.07 -1.14  0.119
H 0.03 -6.50 -0.57  0.091
Br -2.45 4.82 3.03  0.817
C -3.26 4.54 1.33  -0.598
C -4.32 5.39 1.02  -0.129
C -4.65 5.61 -0.29  -0.032
C -3.94 4.92 -1.34  -0.045
C -3.01 3.96 -1.00  -0.025
C -2.71 3.70 0.35  -0.158
C -1.97 2.40 0.77  -0.542
O -1.04 1.96 -0.01  -0.059
O -2.12 1.85 1.89  -0.035
H -4.76 5.97 1.77  0.093
H -5.34 6.38 -0.54  0.104
H -4.12 5.21 -2.37  0.113
H -2.68 3.21 -1.77  0.145
O -3.74 -0.30 -0.35  -0.241
S -2.87 -1.45 -0.21  0.738
O -2.26 -2.12 -1.33  -0.256
N -1.58 -0.99 0.87  -0.111
C -1.70 -1.50 2.07  -0.724
S -0.80 -0.85 3.39  0.831
C -2.76 -2.51 2.18  -0.194
C -3.26 -3.04 3.38  0.018
C -4.56 -3.66 3.38  -0.007
C -5.20 -3.87 2.15  -0.028
C -4.70 -3.27 1.00  -0.038
C -3.52 -2.58 0.97  -0.205
H -2.77 -2.85 4.32  0.108
H -5.02 -3.86 4.31  0.102
H -6.20 -4.30 2.12  0.122
H -5.18 -3.45 0.01  0.144

***

Record 5
The following is a DFT calculation (ωB97M-V/def2-TZVPD) of C38H34As2NTb as an isolated structure at a distorted geometry.

Summary:
Energy above the lowest of the compared OMol25 structures with the same formula, charge and spin, eV: 1.248
Lowest unoccupied orbital energy (spin up / spin down), eV: -7.583 / -6.164
Gap between HOMO and LUMO (spin up / spin down), eV: 5.90 / 7.32
2S+1: 7
Charge: +2

Each line ends with the Löwdin charge.
CARTESIAN COORDINATES (ANGSTROEM)
Tb 15.63 9.32 13.28  1.442
N 16.18 6.95 13.11  -0.047
C 17.42 7.05 13.85  -0.301
C 18.68 7.02 13.25  -0.051
C 19.84 6.79 13.97  -0.056
C 19.78 6.72 15.37  -0.051
C 18.59 6.94 15.99  -0.007
C 17.35 7.13 15.28  -0.146
C 16.25 7.61 16.05  -0.232
C 16.05 7.06 17.39  -0.001
C 15.17 7.60 18.32  -0.026
C 14.34 8.65 17.85  -0.049
C 14.58 9.26 16.61  -0.119
C 15.43 8.67 15.67  -0.177
H 16.33 6.44 12.23  0.121
H 15.34 6.48 13.58  0.147
H 18.90 7.07 12.18  0.126
H 20.80 6.57 13.40  0.147
H 20.70 6.62 15.95  0.125
H 18.58 6.94 17.12  0.141
H 16.79 6.30 17.64  0.108
H 15.08 7.16 19.34  0.134
H 13.58 9.00 18.57  0.124
H 13.97 10.11 16.29  0.101
C 12.47 12.52 10.91  -0.471
C 11.74 11.40 11.63  -0.360
As 12.96 9.76 11.73  1.221
C 12.69 8.84 10.00  -0.392
C 12.01 9.35 8.87  -0.088
C 11.71 8.51 7.81  -0.084
C 12.17 7.21 7.76  -0.046
C 12.94 6.70 8.85  -0.056
C 13.14 7.52 9.94  -0.157
C 11.67 8.60 12.73  -0.386
C 12.16 7.72 13.71  -0.156
C 11.48 6.57 14.04  -0.073
C 10.23 6.30 13.45  -0.044
C 9.68 7.24 12.56  -0.053
C 10.41 8.36 12.19  -0.103
As 14.35 12.27 10.29  1.299
C 14.80 14.24 10.45  -0.384
C 14.01 14.96 9.54  -0.162
C 14.16 16.32 9.33  -0.063
C 15.29 16.97 9.87  -0.063
C 16.10 16.31 10.80  -0.052
C 15.92 14.89 10.93  -0.100
C 15.36 11.99 12.02  -0.528
C 14.96 12.35 13.30  -0.093
C 15.71 11.97 14.45  -0.087
C 16.99 11.39 14.30  -0.153
C 17.51 11.21 12.99  -0.140
C 16.62 11.44 11.85  -0.221
H 12.32 13.52 11.34  0.081
H 11.89 12.59 9.95  0.067
H 10.82 11.20 11.12  0.060
H 11.56 11.57 12.67  0.056
H 11.73 10.38 8.85  0.080
H 11.12 8.89 6.96  0.131
H 11.98 6.57 6.87  0.126
H 13.37 5.74 8.87  0.094
H 13.75 7.03 10.78  0.108
H 13.13 7.99 14.21  0.063
H 11.92 5.82 14.69  0.111
H 9.66 5.40 13.61  0.116
H 8.77 7.01 12.05  0.107
H 9.99 9.08 11.42  0.126
H 13.20 14.36 8.99  0.111
H 13.47 16.89 8.71  0.116
H 15.51 18.00 9.64  0.111
H 16.91 16.83 11.32  0.117
H 16.67 14.36 11.52  0.090
H 13.98 12.80 13.50  0.134
H 15.31 12.11 15.43  0.115
H 17.66 11.16 15.16  0.147
H 18.50 10.83 12.71  0.128
H 17.09 11.19 10.81  0.151

***

Record 6
The following is a DFT calculation (ωB97M-V/def2-TZVPD) of C38H34BrN4O5RuS3 as an isolated structure.

Summary:
Lowest unoccupied orbital energy (spin up / spin down), eV: -10.890 / -10.907
Gap between HOMO and LUMO (spin up / spin down), eV: 4.62 / 4.60
Charge: +3

Each line ends with the Löwdin charge.
CARTESIAN COORDINATES (ANGSTROEM)
Ru 0.43 0.23 -0.43  1.436
C 3.94 3.19 -1.07  0.000
O 2.78 2.50 -0.53  -0.145
C 1.56 3.09 -0.67  -0.482
C 1.50 4.54 -0.31  -0.017
C 0.38 5.26 -0.22  -0.634
Br 0.49 7.08 0.25  0.905
C -0.99 4.80 -0.42  -0.022
C -1.44 3.58 -0.78  -0.032
C -0.50 2.43 -1.01  -0.440
O -1.07 1.16 -1.09  -0.211
C -2.88 3.40 -0.96  -0.156
N -3.53 2.24 -1.11  0.216
C -4.90 2.47 -1.25  -0.146
C -5.98 1.60 -1.42  0.016
C -7.21 2.19 -1.53  -0.029
C -7.38 3.59 -1.48  -0.025
C -6.31 4.45 -1.31  0.025
C -5.06 3.84 -1.19  -0.144
N -3.79 4.38 -1.02  0.220
H 3.73 3.59 -2.06  0.110
H 4.72 2.44 -1.13  0.112
H 4.26 3.99 -0.39  0.103
H 2.44 5.02 -0.10  0.119
H -1.72 5.57 -0.24  0.100
H -3.08 1.34 -1.05  0.158
H -5.86 0.53 -1.46  0.125
H -8.09 1.57 -1.66  0.126
H -8.37 4.00 -1.57  0.128
H -6.44 5.52 -1.27  0.131
H -3.59 5.36 -0.98  0.182
O -0.39 -0.96 3.47  0.055
C -0.04 0.13 4.20  -0.244
C -0.09 0.14 5.58  0.011
C 0.24 1.28 6.29  -0.018
C 0.63 2.45 5.63  -0.042
C 0.69 2.45 4.26  -0.001
C 0.36 1.29 3.52  -0.092
C 0.44 1.37 2.08  -0.274
O 0.63 0.20 1.38  -0.160
N 0.34 2.47 1.42  0.208
N 0.57 2.25 0.06  -0.137
C 0.75 2.69 -1.96  -0.751
S 1.48 1.07 -2.37  1.073
C 0.40 0.84 -3.85  -0.367
C -0.40 2.13 -4.09  -0.433
S 0.53 3.58 -3.47  1.027
H -0.74 -1.64 4.07  0.129
H -0.40 -0.75 6.11  0.131
H 0.20 1.27 7.37  0.129
H 0.90 3.33 6.19  0.122
H 1.00 3.33 3.72  0.120
H -0.21 -0.05 -3.77  0.098
H 1.14 0.70 -4.64  0.097
H -1.36 2.09 -3.57  0.077
H -0.60 2.26 -5.15  0.106
O 0.11 -1.73 -0.71  -0.664
S 0.38 -2.84 0.38  1.084
C -0.10 -4.34 -0.52  -0.238
C 0.76 -4.72 -1.68  -0.293
C 0.78 -3.96 -2.85  -0.055
C 1.58 -4.34 -3.91  -0.061
C 2.37 -5.48 -3.82  -0.049
C 2.34 -6.25 -2.67  -0.043
C 1.54 -5.87 -1.60  -0.046
C 2.17 -2.98 0.48  -0.265
C 2.48 -3.99 1.56  -0.295
C 2.06 -3.75 2.87  -0.057
C 2.34 -4.68 3.86  -0.053
C 3.05 -5.83 3.55  -0.045
C 3.48 -6.06 2.25  -0.041
C 3.19 -5.14 1.25  -0.039
H -1.14 -4.12 -0.79  0.112
H -0.13 -5.11 0.26  0.115
H 0.13 -3.10 -2.94  0.098
H 1.58 -3.77 -4.83  0.109
H 2.99 -5.79 -4.66  0.119
H 2.93 -7.16 -2.60  0.121
H 1.51 -6.48 -0.70  0.120
H 2.51 -1.97 0.74  0.098
H 2.55 -3.26 -0.50  0.108
H 1.53 -2.84 3.11  0.094
H 2.02 -4.49 4.88  0.114
H 3.27 -6.55 4.33  0.120
H 4.04 -6.95 2.02  0.120
H 3.54 -5.31 0.24  0.113